Entry 1:
Density functional theory data (the ωB97M-V functional and the def2-TZVPD basis) for CH6P2S in the gas phase.

The geometry in XYZ format:
```
10
CH6P2S, DFT the ωB97M-V functional and the def2-TZVPD basis
C -0.344 -0.210 0.756
P 0.223 1.224 -0.279
P 0.332 -1.730 -0.156
S 1.894 1.134 -0.341
H -1.373 -0.125 1.041
H 0.302 0.094 1.547
H -0.276 2.461 0.020
H 0.141 1.141 -1.669
H -0.568 -2.591 0.358
H -0.332 -1.399 -1.277
```

Calculated values
2S+1 = 1
LUMO = 1.0 eV


Entry 2:
Density functional theory data (the ωB97M-V functional and the def2-TZVPD basis) for 2 unconnected molecules or ions with the total composition CH3INOP.

The geometry in XYZ format:
```
8
CH3INOP, DFT the ωB97M-V functional and the def2-TZVPD basis
C 0.810 1.704 0.371
N 1.262 0.613 0.205
O 0.435 2.709 0.791
P 1.431 -0.751 -0.804
I -3.913 -0.481 0.246
H -2.915 -1.423 -0.567
H 0.314 -1.309 -0.141
H 2.576 -1.063 -0.101
```

Calculated values
2S+1 = 1
LUMO = 0.3 eV


Entry 3:
Density functional theory data (the ωB97M-V functional and the def2-TZVPD basis) for C4H6N2 in the gas phase.

The geometry in XYZ format:
```
12
C4H6N2, DFT the ωB97M-V functional and the def2-TZVPD basis
C 0.937 1.406 -0.927
C 0.169 0.260 -0.213
C 0.283 -0.637 -1.225
N -1.033 -1.791 0.923
C -1.111 -0.617 1.418
N -0.439 0.487 0.906
H 1.463 1.153 -1.859
H 1.667 1.745 -0.193
H 0.200 2.175 -1.158
H 1.239 -1.135 -1.407
H -1.633 -2.437 1.439
H -1.722 -0.364 2.295
```

Calculated values
2S+1 = 1
LUMO = -0.3 eV


Entry 4:
Density functional theory data (the ωB97M-V functional and the def2-TZVPD basis) for C7H7N in the gas phase.

The geometry in XYZ format:
```
15
C7H7N, DFT the ωB97M-V functional and the def2-TZVPD basis
C -1.822 -0.541 -0.037
C -0.652 -1.318 0.286
C 0.976 0.258 -0.919
C 0.602 -0.443 0.439
C 0.102 1.482 -0.811
C 0.438 0.797 1.303
C -0.001 1.787 0.501
N -2.783 0.034 -0.268
H -0.843 -1.842 1.226
H -0.506 -2.062 -0.502
H 2.052 0.453 -0.932
H 0.729 -0.323 -1.811
H 1.407 -1.075 0.828
H -0.360 1.961 -1.653
H 0.662 0.833 2.351
```

Calculated values
2S+1 = 1
LUMO (spin up / spin down) = -0.5 / -0.5 eV


Calculated values (eV) of energy above the lowest of the compared OMol25 structures with the same formula, charge and spin for the records, taken in order: 2.8235 0.7882 4.4173 3.4507.
Calculated values (Eh/bohr) of F_max for the records, taken in order: 0.314 0.040 0.009 0.019.
Calculated values (eV) of energy for the records, taken in order: -30543.5744 -22011.7579 -7221.1737 -8858.1736.